Entry from OMol25: a structure of composition C70H158AsF12N6O2P4 at a distorted geometry (ωB97M-V/def2-TZVPD).

Values from the calculation:
LUMO energy = -0.32061 Ha
relative energy (zero: lowest compared OMol25 entry of this formula, charge and spin) = 4.822 eV
highest occupied orbital energy = -17.93 eV
net charge = +5
strongest force on any atom = 0.116 Eh/bohr
spin multiplicity = 1
E_tot = -218755.386 eV

```
253
C70H158AsF12N6O2P4 ωB97M-V/def2-TZVPD
C 4.033 6.012 -8.751
H -4.078 -2.433 -3.816
H -1.940 -2.762 -1.316
H -1.921 -0.668 -4.724
H 3.180 -4.806 2.423
H 2.618 -7.210 5.407
H -5.685 6.859 4.236
F -8.316 -1.464 -2.029
H -0.349 6.738 1.597
H 4.206 -7.744 2.089
H -6.279 0.559 1.466
C 5.967 6.185 -4.591
N -5.678 5.304 2.869
H 2.889 -7.005 1.054
H 4.452 -11.408 6.427
H -0.560 -2.288 1.037
H -5.224 -3.000 -2.560
H -4.963 -2.645 1.993
C 4.280 -8.381 4.577
H 4.004 1.575 0.937
C 1.181 -0.459 3.974
C -1.911 -3.502 -2.117
C -5.604 1.436 -4.397
H 2.033 7.196 -1.839
H 5.548 0.108 6.118
H 4.463 0.397 3.865
H -0.422 -6.032 1.542
H 3.607 -10.954 5.093
H -4.675 1.052 2.179
H -4.802 -0.391 1.016
H 4.910 2.013 3.433
C -0.985 -0.341 5.545
H 1.805 -1.920 0.345
H 3.354 1.320 6.007
H 1.394 -0.997 3.051
C -0.002 5.833 2.094
H -8.183 0.579 4.542
F -7.972 0.758 -2.087
H -1.909 -0.890 5.726
H -1.358 -4.390 -1.811
O -8.186 -1.179 3.658
H 1.898 -0.811 4.715
C 3.695 -1.126 -0.136
H -0.745 -12.623 2.887
H 3.959 4.579 -6.429
H 5.441 -6.088 0.952
H 2.548 5.513 -6.320
H 8.906 2.985 -4.611
H 4.128 7.703 -2.177
C 4.339 6.478 -7.349
H -1.132 -4.095 2.877
H -0.754 -1.029 3.535
H 4.907 -8.697 6.656
H -3.839 -1.613 4.292
C -6.156 5.879 4.165
H 4.134 2.825 5.578
C -0.454 -3.367 0.925
H 0.342 3.381 2.102
H 6.532 -3.915 0.636
C 1.315 -8.974 2.325
H -7.215 4.925 -1.791
H -1.717 2.282 -3.982
H -8.165 4.846 -0.360
C 4.796 -5.226 1.123
C 3.743 -0.499 1.260
H 2.525 6.541 -10.331
H -0.890 5.303 2.441
H -3.496 0.048 3.818
H 5.688 2.636 7.758
H -0.175 -10.813 1.282
C 3.435 -6.980 1.997
C -1.508 0.149 -4.132
C -0.136 -1.070 4.432
H 1.796 4.030 -4.510
C 2.237 -1.543 -0.582
C 4.198 1.743 5.463
H -0.429 -0.391 6.481
H -5.896 5.213 4.989
C 0.387 -5.471 2.010
H 1.295 5.315 -3.462
H 0.793 8.158 -2.565
H 4.493 -5.545 3.268
H -7.232 6.045 4.217
F -1.824 -0.432 -0.830
H -0.149 -2.123 4.713
H -3.690 4.844 3.356
H -6.602 1.389 -3.988
H 1.974 -9.797 2.603
H 4.416 -1.932 -0.006
P -7.045 -0.524 -1.688
H 4.025 4.935 -8.921
H 6.409 -4.331 2.259
H 4.125 3.916 -3.558
H 4.755 -7.439 4.303
H 1.176 1.695 4.565
H -5.971 -2.580 3.372
C 3.860 8.435 -2.939
H 2.458 7.376 -4.256
H -2.832 -5.905 -3.184
H 5.256 -3.124 1.582
H -3.301 -5.524 -0.888
H -7.268 2.498 -6.739
H 1.482 1.506 -3.284
C -0.100 -9.208 2.822
C -6.472 3.474 -0.356
H -4.894 -5.146 -1.468
H 1.493 -0.919 -1.078
C 2.066 2.089 -2.572
H -1.807 -0.072 -3.107
H -1.580 2.015 -5.663
C 1.238 1.021 3.710
F -2.139 0.477 1.505
H 4.252 -5.047 0.195
C 4.175 1.440 3.999
H 1.304 -8.777 1.253
N -3.324 -3.969 -2.430
H -7.499 0.862 -6.383
H 0.468 6.124 3.034
H 4.428 -8.957 3.663
H -6.606 -2.021 1.888
C 5.440 1.190 6.180
H 3.345 4.011 2.240
H -7.556 5.324 1.662
H -3.813 -1.872 -2.229
C 1.614 8.202 -1.849
H -6.207 -5.791 -4.431
N -5.218 -0.681 2.932
H 3.029 9.753 -1.512
F -7.559 -0.240 -0.158
H 0.338 1.279 3.152
H 4.025 7.514 -7.220
H -9.128 -1.184 3.468
H 0.496 -3.445 2.829
H 1.127 -5.411 4.016
H 1.875 1.543 -1.649
F -1.229 1.965 -1.660
H -5.622 0.838 4.407
H 2.713 7.724 -8.906
H 0.231 5.092 0.300
H 1.138 -5.540 1.224
C 3.502 7.686 -4.203
N -5.925 4.203 0.842
C -6.064 -0.104 4.083
C 2.015 4.501 -3.552
C -6.509 5.079 1.760
C -3.927 -4.701 -1.232
H 8.676 3.858 -6.105
C -3.183 -4.960 -3.599
H 5.799 -9.577 5.541
C -7.555 4.231 -1.021
H -0.712 -8.439 2.351
H 3.943 5.105 -2.443
H -1.476 -3.085 -3.025
C -0.234 -4.027 2.264
H -1.545 -10.473 2.238
H 1.462 3.070 0.650
H 6.202 3.954 -4.754
C 9.021 3.964 -5.076
P 2.769 1.692 2.896
H 0.830 -12.045 3.193
P 4.163 6.099 -4.579
H -6.795 2.467 -0.094
C 0.729 -6.186 3.361
As -1.714 1.257 -0.094
H 1.244 8.551 -0.885
C 3.954 -5.565 2.321
C -7.597 0.124 3.744
F -0.021 0.938 0.355
F -1.692 2.860 0.722
F -5.739 0.437 -1.392
H -0.429 0.118 -3.983
C -4.220 1.602 -6.053
C -6.705 1.576 -6.602
C 3.633 5.606 -6.265
C -5.696 -2.006 2.487
F -6.316 -1.809 -0.983
H 2.025 6.175 -8.803
H -3.829 1.509 -7.056
C 3.229 0.906 1.311
H 6.567 1.229 8.053
C 0.869 5.106 1.185
H -3.205 -1.427 2.675
N -5.570 1.598 -5.766
H 4.757 -0.415 1.653
H -6.041 -0.887 4.841
H -4.402 -5.920 -5.250
H 6.240 1.525 5.521
C 8.153 5.021 -4.447
H 1.755 5.687 0.929
C -4.540 4.120 1.340
P 2.045 -7.490 3.070
H 4.885 6.306 -9.363
C 1.545 3.531 -2.482
H 2.471 -2.327 -1.301
H -0.575 -11.599 4.227
C 5.592 1.552 7.688
H 2.012 -8.671 5.025
H -0.080 -6.557 3.990
H 6.190 6.484 -3.566
H -6.381 1.430 -7.632
H 2.348 1.001 0.675
C -5.278 0.246 1.761
F -3.529 1.433 -0.515
H -3.714 3.588 0.890
H 5.414 6.414 -7.180
H 4.776 8.996 -3.126
H -0.094 -9.256 3.911
H -8.361 3.637 -1.452
C 1.245 3.643 1.551
H 2.040 3.875 3.471
H 0.290 -3.416 0.130
C 2.698 9.219 -2.403
H -4.046 -3.951 -0.450
H 3.200 -1.092 1.996
C -0.213 -11.727 3.207
H 8.489 6.042 -4.627
H -7.824 0.587 2.784
H 4.815 1.224 8.378
H -2.386 -4.695 -4.294
H -5.585 3.369 -0.982
H 6.582 4.876 -6.133
C -4.189 -2.736 -2.775
C 2.831 6.715 -9.299
C 3.546 4.829 -3.420
C -4.467 4.694 2.620
C 3.984 -10.513 6.016
H 3.142 1.965 -2.692
H -1.234 0.660 5.193
C 2.775 -7.985 4.657
H 8.231 4.784 -3.386
H -4.591 -4.198 -5.112
C 2.419 3.506 2.518
O -5.611 -5.370 -3.806
C -4.291 1.540 -3.859
H 1.898 3.977 -1.552
H -1.359 -3.686 0.407
H 10.078 4.179 -5.236
C -3.798 -0.930 3.443
C 6.687 4.885 -5.048
H 6.156 6.997 -5.292
C 4.772 -9.270 5.739
H 3.676 8.267 -5.109
H 4.246 -0.461 -0.801
F -6.519 -1.071 -3.194
C 5.779 -4.064 1.410
H 2.306 9.948 -3.112
C -4.436 -5.105 -4.527
H 3.003 -10.251 6.414
C -0.460 -10.560 2.303
H -3.937 1.343 -2.859
C -1.970 1.557 -4.755
N -3.415 1.589 -4.857
H 0.469 3.580 -2.315
```